The molecule C20H28N2O2S, computed with ωB97M-V/def2-TZVPD.

Last column: natural (NBO) charge in e.
Element x y z (Å)
1 S -1.318 7.710 1.690  0.4348
2 O -2.066 3.949 0.963  -0.5318
3 O -2.006 2.216 -1.432  -0.7279
4 N -0.602 0.324 -0.119  -0.4667
5 N 0.104 -2.399 -0.470  -0.4656
6 C -0.503 5.626 2.933  -0.2548
7 C 0.041 7.856 2.736  -0.4148
8 C -0.856 -0.670 0.909  -0.2158
9 C -1.466 6.024 2.059  -0.2346
10 C -0.650 -5.913 -1.396  -0.1971
11 C -2.540 5.188 1.432  -0.0872
12 C -1.092 -2.030 0.254  -0.2199
13 C -1.190 4.063 -0.136  -0.0797
14 C 0.361 6.675 3.321  -0.2531
15 C 0.359 -1.425 -1.515  -0.2156
16 C -0.836 -4.592 -1.037  -0.2606
17 C -0.531 1.679 0.399  -0.2472
18 C 0.576 -0.054 -0.881  -0.2296
19 C 0.257 -3.752 -0.845  0.1705
20 C 2.745 -3.403 -0.679  -0.6492
21 C 3.113 -6.150 -1.560  -0.6508
22 C 0.627 -6.404 -1.581  -0.2539
23 C 1.734 -5.590 -1.376  0.0920
24 C 1.555 -4.263 -0.984  -0.0603
25 C -0.891 2.676 -0.714  0.0796
26 H 0.771 -7.433 -1.880  0.2052
27 H -0.009 -0.752 1.611  0.1713
28 H -1.974 -1.948 -0.405  0.1709
29 H 3.469 -3.958 -0.085  0.2177
30 H 1.471 -0.088 -0.235  0.1709
31 H -3.304 4.935 2.176  0.2064
32 H 3.699 -5.525 -2.232  0.2151
33 H -0.248 4.541 0.173  0.1754
34 H -0.041 2.794 -1.409  0.1518
35 H -1.288 -2.780 1.023  0.2152
36 H 1.240 -1.718 -2.084  0.2130
37 H 0.744 0.685 -1.667  0.2073
38 H 3.065 -7.154 -1.974  0.2153
39 H 3.639 -6.200 -0.607  0.2156
40 H 0.457 1.926 0.818  0.1778
41 H -3.018 5.754 0.617  0.1771
42 H -2.036 1.256 -1.293  0.4881
43 H 0.514 8.810 2.850  0.2351
44 H -0.416 4.613 3.283  0.2263
45 H -1.652 4.672 -0.925  0.1828
46 H 2.435 -2.525 -0.121  0.2326
47 H -1.747 -0.376 1.469  0.2061
48 H -1.281 1.787 1.184  0.2238
49 H -1.506 -6.555 -1.546  0.2109
50 H -0.497 -1.363 -2.209  0.1774
51 H -1.839 -4.211 -0.917  0.2125
52 H 1.180 6.552 4.007  0.2238
53 H 3.247 -3.081 -1.593  0.2139

Gap between HOMO and LUMO in eV: 8.957
Max |F| in Eh/bohr: 0.0129
SMILES: Cc1cccc(N2CCN(C[C@@H](O)COCc3cccs3)CC2)c1C
ΔE to the lowest compared entry with this formula, charge and spin in kcal per mole: 6.71
Energy in eV: -39104.31816
HOMO energy in eV: -8.153

---

The molecule C20H28N2O4, computed with ωB97M-V/def2-TZVPD.

Last column: natural (NBO) charge in e.
Element x y z (Å)
1 O 2.134 -1.600 3.196  -0.5129
2 O 0.737 -0.200 -0.387  -0.6412
3 O 2.473 -2.240 -5.259  -0.5236
4 O -2.428 3.795 1.483  -0.6372
5 N -2.393 1.541 1.324  -0.4548
6 N -0.186 -0.704 -2.379  -0.6125
7 C -2.008 2.784 0.954  0.6881
8 C 2.055 -3.121 -4.245  -0.0646
9 C -0.225 -0.203 -1.127  0.6954
10 C -3.225 1.400 2.502  -0.1970
11 C 1.137 0.625 3.141  -0.3165
12 C -1.632 1.837 -1.287  -0.3852
13 C -1.070 2.787 -0.236  -0.5005
14 C -1.188 -0.516 4.123  -0.1974
15 C -1.733 0.374 0.781  -0.2260
16 C 0.778 -2.631 -3.557  -0.4326
17 C -1.179 0.837 3.801  -0.0484
18 C 1.528 -0.319 -4.103  -0.4343
19 C 1.018 -1.233 -2.985  -0.0619
20 C 0.005 1.397 3.344  -0.1962
21 C 3.217 -1.143 2.419  -0.2582
22 C 1.101 -0.738 3.411  0.3716
23 C -1.584 0.397 -0.751  -0.3096
24 C -2.442 1.645 3.809  -0.4351
25 C 2.757 -0.957 -4.755  -0.0656
26 C -0.064 -1.294 3.940  -0.2761
27 H -4.029 2.138 2.430  0.2261
28 H 0.746 -0.197 -4.857  0.1993
29 H -2.092 -0.968 4.506  0.2078
30 H 3.844 -2.017 2.245  0.1955
31 H -2.207 2.708 3.869  0.2321
32 H 3.093 -0.367 -5.610  0.1971
33 H 3.802 -0.383 2.948  0.1700
34 H -3.081 1.375 4.651  0.2131
35 H 0.494 -3.325 -2.766  0.2200
36 H -0.991 3.805 -0.616  0.2374
37 H -1.007 -0.655 -2.961  0.3929
38 H 2.030 1.093 2.758  0.2218
39 H 2.870 -0.742 1.462  0.1945
40 H 1.787 0.662 -3.704  0.2190
41 H 2.853 -3.237 -3.495  0.1601
42 H -3.654 0.396 2.500  0.1928
43 H -2.298 -0.508 1.086  0.2129
44 H -0.080 2.448 0.078  0.2326
45 H -1.063 1.914 -2.216  0.2140
46 H -0.069 -2.347 4.175  0.2209
47 H 0.037 2.452 3.113  0.2167
48 H -2.373 -0.195 -1.224  0.2123
49 H 3.572 -1.015 -4.017  0.1600
50 H -0.722 0.281 1.199  0.2417
51 H 1.887 -4.082 -4.736  0.1970
52 H -2.666 2.117 -1.502  0.2146
53 H -0.028 -2.588 -4.293  0.1984
54 H 1.761 -1.281 -2.181  0.2316

Gap between HOMO and LUMO in eV: 8.753
Max |F| in Eh/bohr: 0.0130
SMILES: COc1ccc(CCN2C[C@H](C(=O)NC3CCOCC3)CCC2=O)cc1
ΔE to the lowest compared entry with this formula, charge and spin in kcal per mole: 40.28
Energy in eV: -32365.63826
HOMO energy in eV: -8.187

---

A structure of composition C20H28N2O5PtSi at a distorted geometry, computed with ωB97M-V/def2-TZVPD.

Last column: natural (NBO) charge in e.
Element x y z (Å)
1 Pt 0.984 1.116 -1.191  1.2115
2 Si -0.087 0.032 1.626  2.0136
3 O 0.614 1.260 0.773  -1.2240
4 O 2.202 0.393 -2.718  -0.7451
5 O -1.410 2.176 -5.106  -0.4986
6 O 0.171 2.385 -3.434  -0.6562
7 O 3.589 1.058 -1.214  -0.6821
8 N -1.638 1.031 -3.156  -0.4812
9 N -1.206 0.803 -1.825  -0.6554
10 C 0.542 -2.771 1.710  -0.2150
11 C -0.887 1.881 -3.907  0.8789
12 C 2.985 -2.426 0.430  -0.2243
13 C 2.522 -3.690 0.759  -0.2141
14 C -2.814 0.738 0.928  -0.2431
15 C -3.367 -1.635 -0.461  -0.2271
16 C 2.245 -1.292 0.772  -0.1329
17 C 0.985 -1.490 1.367  -0.5619
18 C 1.321 0.893 3.756  -0.6273
19 C -2.194 -1.523 0.266  -0.1849
20 C -1.201 1.450 3.875  -0.6106
21 C 1.319 -3.856 1.365  -0.2106
22 C -1.868 -0.319 0.949  -0.4900
23 C 4.575 0.112 -3.117  -0.7169
24 C -4.322 -0.568 -0.501  -0.2311
25 C -3.953 0.540 0.226  -0.2145
26 C -0.177 0.379 3.453  -0.5256
27 C 3.409 0.526 -2.303  0.7744
28 C -0.925 3.433 -5.599  -0.2692
29 C -0.305 -0.989 4.253  -0.6079
30 H -2.220 1.120 3.594  0.2046
31 H 5.231 -0.520 -2.534  0.2354
32 H 0.167 3.497 -5.724  0.2110
33 H -0.408 -2.904 2.184  0.2089
34 H -1.469 -2.350 0.303  0.2247
35 H -2.624 0.866 -3.419  0.4035
36 H 2.706 -0.310 0.675  0.2387
37 H -1.730 1.307 -1.101  0.4052
38 H -0.922 2.377 3.355  0.2157
39 H 2.104 0.141 3.580  0.2176
40 H 3.138 -4.558 0.580  0.2093
41 H 5.049 0.947 -3.603  0.2402
42 H -1.246 1.568 4.926  0.2058
43 H -1.288 -1.425 4.039  0.1988
44 H -2.620 1.704 1.376  0.2283
45 H -1.238 4.257 -4.947  0.1922
46 H -5.281 -0.606 -0.977  0.2239
47 H 0.956 -4.856 1.634  0.2059
48 H 4.186 -0.486 -3.943  0.2219
49 H -4.567 1.416 0.139  0.2026
50 H 3.940 -2.366 0.017  0.2064
51 H -1.262 3.637 -6.636  0.2021
52 H -0.244 -0.703 5.281  0.2049
53 H 0.455 -1.704 4.005  0.2209
54 H 1.414 1.204 4.797  0.2029
55 H -1.334 -0.199 -1.673  0.4067
56 H 1.522 1.785 3.141  0.2241
57 H -3.522 -2.485 -1.042  0.2089

Gap between HOMO and LUMO (spin up / spin down) in eV: 8.251 / 8.063
2S+1: 3
Max |F| in Eh/bohr: 0.0755
ΔE to the lowest compared entry with this formula, charge and spin in kcal per mole: 0.00
Energy in eV: -45535.38680
HOMO energy (spin up / spin down) in eV: -8.029 / -8.789

---

A structure of composition C20H28N2O5S2 at a distorted geometry, computed with ωB97M-V/def2-TZVPD.

Last column: natural (NBO) charge in e.
Element x y z (Å)
1 S 2.287 -1.737 -0.176  0.4667
2 S -1.854 -2.279 0.391  2.0559
3 O -2.323 -3.266 1.386  -0.8857
4 O 4.371 -1.350 0.326  -0.6342
5 O -5.244 1.021 1.020  -0.4730
6 O -2.784 -1.664 -0.689  -0.9299
7 O -4.494 0.780 -1.675  -0.4731
8 N 1.006 0.510 0.182  -0.4005
9 N 3.188 0.624 0.667  -0.6380
10 C 7.971 1.372 0.046  -0.5829
11 C -3.754 1.326 -0.792  0.3591
12 C -0.404 -2.785 -0.384  -0.7254
13 C 6.708 0.688 -0.348  -0.2778
14 C -4.139 1.349 0.594  0.1923
15 C 0.453 -1.630 -0.881  -0.3750
16 C -3.382 1.817 1.438  -0.1846
17 C 0.052 -0.566 -0.159  -0.1115
18 C 0.928 1.901 0.535  -0.2245
19 C -2.428 1.760 -1.075  -0.3597
20 C -2.186 2.356 1.363  -0.2682
21 C -4.026 0.534 -2.840  -0.2572
22 C 5.979 1.354 -1.406  -0.4908
23 C -0.230 2.603 -0.104  -0.4229
24 C -1.688 2.152 0.208  -0.0129
25 C 2.196 -0.106 0.024  0.2213
26 C 5.691 0.684 0.634  -0.4305
27 C -5.957 -0.161 0.463  -0.2400
28 C 4.436 -0.101 0.540  0.6832
29 C -0.681 -0.900 1.044  -0.5913
30 H -0.503 -3.623 -1.149  0.2733
31 H 0.486 1.764 1.579  0.1826
32 H -1.478 2.821 2.191  0.2247
33 H 0.464 -1.494 -2.028  0.2479
34 H 8.592 1.340 -0.886  0.2206
35 H 0.104 -3.429 0.504  0.2702
36 H -2.030 1.659 -2.087  0.2360
37 H 6.541 1.601 -2.158  0.1939
38 H 7.842 2.285 0.557  0.2207
39 H -5.299 -0.999 0.074  0.2032
40 H -6.465 0.255 -0.328  0.1838
41 H 5.061 1.063 -1.659  0.2030
42 H 5.451 1.497 1.102  0.2225
43 H 6.245 0.132 1.682  0.1871
44 H -3.521 0.955 -3.584  0.1931
45 H 6.764 -0.399 -0.751  0.2248
46 H 1.997 2.324 0.511  0.2951
47 H -3.704 2.018 2.699  0.1931
48 H -6.592 -0.562 1.076  0.1787
49 H 0.109 2.361 -1.237  0.1904
50 H 8.425 0.497 0.809  0.2055
51 H -3.186 -0.333 -2.602  0.1725
52 H -0.763 0.181 -0.957  0.2708
53 H -4.895 -0.031 -3.503  0.1813
54 H -0.030 3.627 0.123  0.2269
55 H -1.431 -0.182 1.468  0.2639
56 H -0.321 -1.147 1.892  0.2291
57 H 5.803 2.693 -1.040  0.1167

Gap between HOMO and LUMO in eV: 8.506
Max |F| in Eh/bohr: 0.2853
ΔE to the lowest compared entry with this formula, charge and spin in kcal per mole: 377.55
Energy in eV: -56065.88835
HOMO energy in eV: -8.143